Here is C28H39ClGeN4O4STc as an isolated structure from OMol25. Energies are from ωB97M-V/def2-TZVPD.

Geometry as XYZ:
```
79
Properties=species:S:1:pos:R:3:forces:R:3:mulliken_spin:R:1
Tc 0.25488 -0.17906 -0.05638 -0.04 -0.24 0.00 0.932
O 0.64363 -1.55629 1.11085 0.09 0.08 -0.02 0.022
C 0.88183 -1.50382 2.44587 -0.03 0.00 0.03 0.034
C 0.56042 -2.63614 3.19090 0.01 0.06 -0.12 -0.008
C 0.79651 -2.64126 4.54881 0.01 0.01 0.07 0.000
C 1.37324 -1.53542 5.18131 0.00 0.01 0.00 -0.001
C 1.70864 -0.42390 4.44372 0.02 -0.05 0.00 -0.003
C 1.44861 -0.37609 3.06429 -0.05 -0.08 -0.08 -0.010
C 1.86976 0.76397 2.30274 0.01 0.01 0.00 0.007
N 1.50990 0.97755 1.08313 0.00 0.05 -0.03 -0.042
N 2.15787 2.00573 0.41956 0.03 0.04 -0.03 -0.001
C 2.08331 1.79015 -0.85187 -0.02 0.02 0.11 0.009
O 1.40110 0.71703 -1.28483 -0.03 -0.24 -0.08 0.019
C 2.69140 2.65368 -1.85877 0.01 0.04 0.02 0.007
C 3.46483 3.74571 -1.45751 -0.01 -0.01 -0.01 0.001
C 4.03263 4.56661 -2.41290 0.00 0.00 0.00 -0.001
C 3.83445 4.30306 -3.76363 0.00 -0.01 0.00 0.001
C 3.06885 3.21631 -4.16342 0.01 0.01 0.00 -0.001
C 2.49621 2.38794 -3.21391 -0.02 -0.01 0.00 0.001
H 0.13463 -3.49332 2.68701 0.00 0.01 -0.01 0.000
H 0.54284 -3.51855 5.12827 0.00 0.00 0.01 0.000
H 1.57157 -1.56389 6.24324 0.00 0.00 0.01 0.000
H 2.18797 0.42427 4.91644 0.01 0.01 0.01 0.000
H 2.57677 1.46855 2.73085 0.00 0.02 0.03 -0.002
H 3.62170 3.93506 -0.40486 0.00 0.00 0.01 -0.001
H 4.63584 5.41058 -2.10871 0.01 0.00 0.00 0.000
H 4.28335 4.94698 -4.50768 0.00 0.00 -0.01 0.000
H 2.92131 3.01423 -5.21517 0.00 0.00 0.00 0.000
H 1.90195 1.53753 -3.51980 0.01 0.00 0.00 0.001
C -2.23350 -7.48409 -0.69210 0.00 0.00 0.01 0.000
C -1.06906 -6.89442 0.09400 0.01 -0.01 -0.01 0.000
C -0.20268 -5.94139 -0.72930 0.00 0.00 0.01 0.000
C -0.98687 -4.72675 -1.23739 -0.01 -0.01 -0.02 0.002
Ge 0.15778 -3.31812 -1.90700 -0.04 0.01 0.03 0.000
C 0.51226 -2.90534 -3.76988 0.00 -0.01 0.01 -0.001
C 1.80737 -3.59664 -4.21422 0.00 0.02 0.02 0.000
C 1.84962 -5.07969 -3.85262 -0.01 0.00 -0.03 0.000
C 0.71613 -5.89731 -4.46012 0.01 0.00 0.00 0.000
H -2.77209 -8.21963 -0.09660 0.00 0.00 0.00 0.000
H -1.87926 -7.98534 -1.59506 0.00 -0.01 -0.01 0.000
H -2.95259 -6.72074 -0.99285 -0.01 0.00 0.00 0.000
H -0.43453 -7.70163 0.46529 0.00 0.00 0.01 0.000
H -1.44499 -6.36596 0.97660 0.00 0.00 0.00 0.000
H 0.21240 -6.48770 -1.58042 0.02 0.00 -0.01 0.000
H 0.65060 -5.61543 -0.12488 -0.01 0.00 0.01 0.000
H -1.57452 -4.28504 -0.42455 0.03 0.01 0.00 0.000
H -1.69274 -4.99501 -2.02342 0.01 0.01 0.02 0.000
H 1.39531 -3.08184 -1.02880 0.02 0.06 0.04 -0.001
H 0.60510 -1.81963 -3.85962 -0.03 0.00 -0.01 0.000
H -0.34531 -3.21296 -4.36628 0.00 -0.02 0.00 0.000
H 2.66235 -3.09228 -3.75660 0.00 0.00 -0.01 0.000
H 1.91885 -3.47844 -5.29418 0.00 0.00 -0.01 0.000
H 1.84245 -5.18667 -2.75578 0.00 -0.02 0.03 0.000
H 2.80905 -5.49370 -4.16632 0.00 0.00 0.01 0.000
H -0.26604 -5.58561 -4.09578 0.00 0.00 0.00 0.000
H 0.82843 -6.95589 -4.22861 0.00 0.00 0.00 0.000
H 0.70845 -5.79598 -5.54625 0.00 0.00 -0.01 0.000
Cl -1.36505 1.16366 -1.85562 0.04 0.16 -0.07 -0.003
C -2.60251 -0.12510 -1.81068 -0.05 -0.06 -0.14 -0.004
C -1.91594 -1.46397 -1.96995 -0.30 -0.06 0.01 0.005
O -2.36268 -2.34048 -2.65068 0.02 0.10 0.02 0.007
O -0.77662 -1.62406 -1.27884 0.41 0.05 -0.02 0.004
H -3.28292 0.03896 -2.63943 0.00 -0.01 0.00 0.000
H -3.12599 -0.05603 -0.85859 0.00 -0.01 -0.04 0.000
C -1.45366 1.52139 4.27588 -0.02 0.02 0.00 0.000
N -1.23368 2.35518 3.10441 -0.01 -0.01 0.05 0.001
C -1.04489 3.81081 3.22709 0.01 0.03 0.01 0.000
C -0.79870 4.26171 1.77263 0.01 0.01 0.03 -0.001
N -0.98802 3.00820 1.03229 -0.03 0.04 0.00 0.004
C -1.22943 1.98942 1.84146 0.09 -0.04 0.01 0.003
S -1.56529 0.36521 1.30242 -0.17 -0.02 0.18 0.018
H -2.43086 1.73559 4.70849 0.00 0.00 0.00 0.000
H -0.68188 1.73535 5.01393 0.00 0.01 0.00 -0.001
H -1.40036 0.47326 3.99522 0.00 0.00 0.00 0.000
H -0.19441 4.01132 3.87721 -0.01 0.01 0.00 0.000
H -1.93375 4.26006 3.67004 0.00 0.00 -0.01 0.000
H 0.20948 4.64194 1.61760 0.01 -0.01 0.00 0.000
H -1.51562 5.00969 1.44204 0.01 0.00 0.01 0.001
H -1.09268 2.94674 0.03394 0.01 -0.02 -0.01 0.001
```
Positions in Å, forces in eV/Å.

Output
E = -125879.2521 eV
spin multiplicity = 2
relative energy (zero: lowest compared OMol25 entry of this formula, charge and spin) = 0.0 kJ/mol
expectation value of S² = 0.7564
total charge = +2